No. 1
ORCA calculation (ωB97M-V/def2-TZVPD) on C11H17GeNO2Re as an isolated structure.

Geometry as ORCA input:
```
! wB97M-V def2-TZVPD RIJCOSX def2/J DEFGRID3
* xyz 0 2
H -1.14787 2.42969 -1.40828
H -0.02323 2.78369 2.81668
C -0.90719 -4.38089 -0.89884
H 0.16954 -6.12140 -0.25056
C 0.12848 -5.04205 -0.27570
O -1.98581 -0.91000 -1.27582
C -0.29339 3.10488 -1.31333
C 1.46810 0.96973 0.38951
C 2.13672 4.10305 0.48776
H 2.31511 0.98182 -0.32059
Re -0.01236 -0.24427 -0.35362
O -2.94917 -2.74500 -2.14304
C 1.07234 -2.90027 0.25972
C 1.11975 -4.26949 0.33191
C -0.53500 3.01377 1.88147
C -0.92814 -2.99458 -0.91278
C -1.95801 -0.49402 0.17397
H 1.94843 -4.73178 0.85011
H -2.67974 0.31666 0.25787
H -1.72665 -4.89914 -1.37739
H -0.91067 4.03625 1.93841
H 0.35954 2.94774 -2.17295
H 1.86629 0.82655 1.39793
H 2.70952 3.94841 1.40241
H 1.74094 5.11957 0.49513
H -0.67008 4.12821 -1.35498
C -2.06222 -2.26180 -1.50241
H 1.84421 -2.27210 0.68148
H -1.38357 2.33610 1.78383
Ge 0.68235 2.79871 0.36583
H -2.27285 -1.34612 0.78953
N 0.07223 -2.23378 -0.38137
H 2.81240 4.00187 -0.36187
*
```

HOMO energy (spin up / spin down) in eV: -7.44 / -6.36
Kohn-Sham gap (spin up / spin down) in eV: 7.2 / 5.8
Energy above the lowest of the compared OMol25 structures with the same formula, charge and spin in eV: 0.915
⟨S²⟩: 0.93

No. 2
ORCA calculation (ωB97M-V/def2-TZVPD) on one molecule with the formula C3H11N5.

Geometry as ORCA input:
```
! wB97M-V def2-TZVPD RIJCOSX def2/J DEFGRID3
* xyz 0 1
H 2.18757 -2.67382 -0.98760
H -2.01304 -1.35723 -1.53668
C -0.83717 0.70032 1.99413
H 1.22642 0.00545 0.36558
N 0.37644 -1.77618 -1.08354
H -1.27763 1.54180 2.54941
H -1.63167 -0.04470 1.81929
H -0.00659 0.21143 2.56456
C -0.39891 -0.65839 -0.72440
N -0.40171 1.20876 0.73691
N -1.64534 -0.57730 -0.96987
N 0.32103 0.28018 -0.01023
C 0.33902 2.44310 0.80033
H 0.57055 2.74374 -0.20911
H -0.20127 3.25086 1.30119
N 1.78332 -1.68509 -0.95948
H 0.01467 -2.06517 -1.99926
H 2.22010 -1.03813 -1.67568
H 1.25705 2.36303 1.39141
*
```

HOMO energy in eV: -8.38
Kohn-Sham gap in eV: 9.2
Energy above the lowest of the compared OMol25 structures with the same formula, charge and spin in eV: 2.241
Structure (SMILES): [H]/N=C(\NN)NN(C)C

No. 3
ORCA calculation (ωB97M-V/def2-TZVPD) on C20H12F5O2PPdS as an isolated structure.

Geometry as ORCA input:
```
! wB97M-V def2-TZVPD RIJCOSX def2/J DEFGRID3
* xyz 2 1
S -1.56630 -1.59560 -0.42510
H -2.17430 6.95580 0.15690
F 2.83230 -4.15940 -0.08620
C -1.26000 6.41450 -0.03650
H 2.02040 4.48850 -0.77650
H -2.08410 4.53750 0.55710
C -1.20470 5.05240 0.19760
H 5.27470 0.54890 -0.81610
C 1.03490 6.38510 -0.78440
C -0.13770 7.08120 -0.51370
C 2.00120 1.28700 -1.22270
C 4.30320 0.97230 -0.60890
H 3.40470 0.13690 -2.37120
H 4.95150 1.96650 1.17530
H 1.90150 6.90110 -1.17100
C 1.51640 -4.20610 -0.07390
H -0.17330 8.15080 -0.66980
F -1.18990 -6.60750 0.21640
Pd 0.04760 0.14610 -0.18560
C 2.86950 2.28750 0.82020
C -0.12910 2.62530 2.10200
F 1.43710 -1.85560 -0.39100
O 0.26080 1.27650 3.97110
C 4.11860 1.76430 0.51860
C 0.10510 1.16400 2.79210
H -1.15970 2.88730 2.35890
C -0.55700 -5.46600 0.07100
H 1.21640 1.25970 -2.00170
P 0.06590 2.56950 0.28040
C 0.84550 -5.43450 0.09670
C -1.27650 -4.28500 -0.11530
C 1.80150 2.05630 -0.04580
C 0.78040 -3.04680 -0.22840
O 0.06790 0.19880 2.01830
F -2.59130 -4.31620 -0.15750
H 0.53110 3.34590 2.59200
F 1.53610 -6.53170 0.26940
C -0.62630 -3.03390 -0.24600
C 1.10820 5.02250 -0.56010
C 3.24800 0.73010 -1.48190
H 2.74040 2.88880 1.70810
C -0.01650 4.36530 -0.06020
*
```

HOMO energy (spin up / spin down) in eV: -15.17 / -15.11
Kohn-Sham gap (spin up / spin down) in eV: 4.6 / 4.5
Energy above the lowest of the compared OMol25 structures with the same formula, charge and spin in eV: 1.274

No. 4
ORCA calculation (ωB97M-V/def2-TZVPD) on one molecule with the formula C23H27N3O3.

Geometry as ORCA input:
```
! wB97M-V def2-TZVPD RIJCOSX def2/J DEFGRID3
* xyz 0 1
H -1.68747 -0.38333 1.57644
H 1.22051 0.95354 -7.42225
N 0.30244 -0.25346 5.18232
H -2.34090 3.69278 2.86166
C 0.30739 -0.97398 0.79206
O -2.45707 0.65943 -0.77246
C -1.63093 0.00867 -4.80094
C -0.43921 0.00761 -5.52831
H 1.70829 -0.04730 -5.35607
C 0.29143 1.77329 3.78159
H -1.25661 -1.65372 5.11459
C -1.37753 0.20032 -0.47958
H 1.19186 -0.82984 -7.50483
C 0.60182 0.08163 -7.67789
C 1.74878 -0.27428 5.21464
C -0.87978 -0.01911 0.94341
C 1.41094 -0.70740 1.81263
C 0.16719 0.15582 -9.13334
C 0.76349 -0.05007 -4.83554
H -0.55798 0.94738 1.33973
H 2.04675 -0.75469 6.15384
O -0.56539 0.06357 -6.88212
C -0.41658 -0.11337 -2.72831
H 1.56040 0.11865 -0.58134
H 1.20552 -1.54211 -1.12675
H -0.44737 -0.70541 -9.38046
H -0.02005 -2.01513 0.84913
H -0.41746 1.05639 -9.29918
C 0.79112 -0.66220 -0.62934
C -0.18141 -1.59625 4.95608
C 2.32113 -1.07783 4.02036
C -1.62384 -0.05404 -3.42632
N 1.28567 -1.28884 3.02631
H 3.13836 -0.54521 3.53413
C 0.77073 -0.10788 -3.45169
H -3.52617 1.96863 4.18021
H 2.12704 0.74541 5.23357
H 2.68149 -2.05711 4.35287
H 0.30335 -2.24814 5.68783
C -0.41755 2.80964 3.19922
O 2.37022 -0.00993 1.53747
H 0.11670 3.55356 2.62589
H 0.39788 -3.12418 3.50006
C -2.45368 1.91969 4.06247
H 1.35717 1.73242 3.62152
N -0.39157 -0.19626 -1.32744
H -0.70570 -1.87966 2.87442
H 1.72235 -0.13731 -2.94535
H 1.03959 0.17090 -9.78047
C -1.75259 0.88938 4.65553
C -0.36461 0.78887 4.52160
C -1.79223 2.88962 3.32801
H -2.56136 0.05629 -5.34383
H -2.55360 -0.04466 -2.88377
C 0.15763 -2.05241 3.51200
H -2.28859 0.16159 5.24599
*
```

HOMO energy in eV: -7.78
Kohn-Sham gap in eV: 8.4
Energy above the lowest of the compared OMol25 structures with the same formula, charge and spin in eV: 2.067
Structure (SMILES): CCOc1ccc(N2C[C@@H](C(=O)N3CCN(c4ccccc4)CC3)CC2=O)cc1

No. 5
ORCA calculation (ωB97M-V/def2-TZVPD) on a 2-piece molecular cluster, C4H10FN3 overall.

Geometry as ORCA input:
```
! wB97M-V def2-TZVPD RIJCOSX def2/J DEFGRID3
* xyz 2 1
H 2.54499 0.53670 0.53548
C 1.83013 -1.08114 -0.69234
H 3.17296 -2.04722 -2.02577
H 0.86643 0.19041 1.38841
H 1.51744 -2.65472 -2.07923
N 0.52916 -1.00918 -0.32087
N -1.11639 0.38410 0.70893
C 2.10924 -1.79090 -1.93265
H -4.53073 3.38914 2.70063
H -1.97063 0.27203 0.21023
H 1.79359 -1.17082 -2.86325
C 0.03161 -0.15155 0.68266
C -4.39045 2.57885 2.00430
H -0.23599 -1.35388 -0.84164
H 3.61812 -0.19740 -0.46931
H -5.05284 1.74085 1.78653
F -3.38125 2.63139 1.31472
N 2.66463 -0.26666 -0.10683
*
```

HOMO energy in eV: -17.08
Kohn-Sham gap in eV: 6.1
Energy above the lowest of the compared OMol25 structures with the same formula, charge and spin in eV: 1.731

No. 6
ORCA calculation (ωB97M-V/def2-TZVPD) on a 2-piece molecular cluster, C3H7OPS2 overall.

Geometry as ORCA input:
```
! wB97M-V def2-TZVPD RIJCOSX def2/J DEFGRID3
* xyz 0 1
H -0.07874 -0.76708 -1.54009
H 2.74471 0.96430 1.71523
H -1.64140 -1.42883 -1.40880
C -1.15847 0.17766 0.05074
C 1.27374 1.25244 0.09353
H -1.04812 0.21133 2.35212
H -1.49613 0.00100 -2.17806
S -1.83771 1.91728 0.03069
S -1.36364 -0.76320 1.51761
H 2.03482 -0.75362 0.68729
O 1.01492 2.19307 -0.62193
H -0.61438 2.28561 -0.41995
C -1.05811 -0.49800 -1.29553
P 2.80059 0.37367 0.43641
*
```

HOMO energy (spin up / spin down) in eV: -7.30 / -7.66
Kohn-Sham gap (spin up / spin down) in eV: 6.9 / 7.5
Energy above the lowest of the compared OMol25 structures with the same formula, charge and spin in eV: 5.701

No. 7
ORCA calculation (ωB97M-V/def2-TZVPD) on one molecule with the formula C6H10N2O.

Geometry as ORCA input:
```
! wB97M-V def2-TZVPD RIJCOSX def2/J DEFGRID3
* xyz 0 1
C -0.30606 1.44056 0.35775
C 1.14429 0.34225 0.78019
C -0.94236 -1.02230 0.02920
H -0.85175 0.05814 1.85021
H 0.17417 -1.42742 -1.75876
H 1.53408 0.78043 -1.18958
H -1.20123 -2.21972 1.66665
O 1.68361 0.22933 1.86769
H 0.94957 3.13557 0.34890
C -0.05475 2.71565 0.24974
H -0.93409 -0.05405 -1.86215
C -0.81159 -1.05698 -1.45054
N 1.86042 0.22935 -0.40995
H -1.55964 -1.72599 -1.88081
H 2.85617 0.31191 -0.26418
H -0.87285 -3.05912 0.23431
H -0.83592 3.42534 -0.02078
C -0.60266 0.10932 0.79558
N -1.22941 -2.21225 0.65651
*
```

HOMO energy in eV: -6.32
Kohn-Sham gap in eV: 7.1
Energy above the lowest of the compared OMol25 structures with the same formula, charge and spin in eV: 4.421

No. 8
ORCA calculation (ωB97M-V/def2-TZVPD) on a 8-piece molecular cluster, C21H44Br14NO overall.

Geometry as ORCA input:
```
! wB97M-V def2-TZVPD RIJCOSX def2/J DEFGRID3
* xyz 1 1
H -0.80840 0.85430 -0.95553
H 0.07349 -2.41746 -4.97414
Br -3.14486 2.02271 -5.73944
H -2.34969 0.22424 -0.32566
C 0.29548 1.10161 1.26163
Br 0.73429 -0.32583 -6.13835
C -4.13849 0.06437 -7.59156
H 4.65115 2.54819 7.60979
H -1.07195 3.09107 5.31417
H 1.50465 -7.73134 -9.89730
O -0.90069 0.39798 1.07957
C -0.08648 1.22689 5.64841
H 0.61639 -0.70926 5.41953
Br -2.19097 -1.51568 -3.46553
H 5.88805 7.68496 3.45027
C -0.29367 2.50090 4.82238
H -4.49568 -1.91493 -4.27718
H 3.09961 4.26856 8.42869
H -4.19963 -1.28596 3.51073
H 4.56285 8.14204 4.54351
H -5.82378 -1.74191 -2.26317
H -0.75930 -0.35118 3.51806
C 4.10097 6.46916 3.29063
Br 5.91925 6.30741 5.50698
C -2.97491 -2.76629 4.51255
Br -0.37159 -3.45528 -7.67668
H 1.16382 0.54412 0.86901
H 3.85690 -7.42018 -9.56085
H -2.35452 -2.82949 5.40117
C 1.23924 -3.10452 -6.65088
C 0.28695 -0.02743 3.49108
H 1.66561 -6.05767 -9.32383
Br 3.63744 1.88900 5.44161
Br -2.67271 0.04420 4.95128
C 5.07841 7.31045 4.06876
H -3.61867 -3.64048 4.45384
H -2.73897 -0.40943 -6.00993
H 0.28690 2.08376 0.76228
Br 4.02050 -6.18266 -7.43482
C -4.76274 -1.51195 -2.20019
H 0.50577 1.46825 6.53556
H 1.82397 -2.12687 -4.83466
C -1.26506 0.12946 -0.27350
C 3.21962 -7.44132 -8.68004
H -2.05339 0.50247 -7.36222
H -4.48526 0.93233 -8.14351
C 1.80098 -7.10247 -9.06042
H 1.55903 -4.07114 -6.26976
H -4.62390 -0.43482 -2.19546
H 3.51443 7.09784 2.62427
H -1.61988 1.76781 3.27247
C -0.63619 2.24652 3.35338
H 1.97890 -2.72416 -7.34879
C -2.93524 0.36877 -6.74030
C -4.02053 -2.16714 -3.33158
H 0.89859 -0.81705 3.04883
Br 0.52704 -7.48496 -7.64357
Br 4.98072 5.15453 2.16457
C 0.97635 -2.15253 -5.51586
H 0.64107 3.06971 4.87739
H 3.44087 5.91260 3.94812
Br -5.65447 -0.54274 -6.52938
Br -4.17143 -2.15024 -0.45879
N 0.71118 0.17363 4.91888
H -4.56941 -1.52554 5.23529
H 1.69935 0.44077 4.96051
H -0.67723 3.18886 2.80143
C 2.86104 3.73792 7.51063
H 3.28599 -8.41449 -8.20381
H 2.11075 2.98033 7.71780
Br 2.03441 5.03609 6.32624
H 1.41026 1.72638 2.96834
H -3.91628 -0.74677 -8.28098
C -3.77846 -1.49337 4.48987
H -3.95503 -3.24547 -3.22484
H -0.98553 -0.88917 -0.55918
Br -1.77876 -2.86488 2.98287
C 4.09237 3.13386 6.88409
H 4.73523 3.88127 6.42827
H -1.01990 0.76748 5.98003
C 0.41376 1.30123 2.75692
*
```

HOMO energy in eV: -11.22
Kohn-Sham gap in eV: 8.8

Repeat the third record exactly.
ORCA calculation (ωB97M-V/def2-TZVPD) on C20H12F5O2PPdS as an isolated structure.

Geometry as ORCA input:
```
! wB97M-V def2-TZVPD RIJCOSX def2/J DEFGRID3
* xyz 2 1
S -1.56630 -1.59560 -0.42510
H -2.17430 6.95580 0.15690
F 2.83230 -4.15940 -0.08620
C -1.26000 6.41450 -0.03650
H 2.02040 4.48850 -0.77650
H -2.08410 4.53750 0.55710
C -1.20470 5.05240 0.19760
H 5.27470 0.54890 -0.81610
C 1.03490 6.38510 -0.78440
C -0.13770 7.08120 -0.51370
C 2.00120 1.28700 -1.22270
C 4.30320 0.97230 -0.60890
H 3.40470 0.13690 -2.37120
H 4.95150 1.96650 1.17530
H 1.90150 6.90110 -1.17100
C 1.51640 -4.20610 -0.07390
H -0.17330 8.15080 -0.66980
F -1.18990 -6.60750 0.21640
Pd 0.04760 0.14610 -0.18560
C 2.86950 2.28750 0.82020
C -0.12910 2.62530 2.10200
F 1.43710 -1.85560 -0.39100
O 0.26080 1.27650 3.97110
C 4.11860 1.76430 0.51860
C 0.10510 1.16400 2.79210
H -1.15970 2.88730 2.35890
C -0.55700 -5.46600 0.07100
H 1.21640 1.25970 -2.00170
P 0.06590 2.56950 0.28040
C 0.84550 -5.43450 0.09670
C -1.27650 -4.28500 -0.11530
C 1.80150 2.05630 -0.04580
C 0.78040 -3.04680 -0.22840
O 0.06790 0.19880 2.01830
F -2.59130 -4.31620 -0.15750
H 0.53110 3.34590 2.59200
F 1.53610 -6.53170 0.26940
C -0.62630 -3.03390 -0.24600
C 1.10820 5.02250 -0.56010
C 3.24800 0.73010 -1.48190
H 2.74040 2.88880 1.70810
C -0.01650 4.36530 -0.06020
*
```

HOMO energy (spin up / spin down) in eV: -15.17 / -15.11
Kohn-Sham gap (spin up / spin down) in eV: 4.6 / 4.5
Energy above the lowest of the compared OMol25 structures with the same formula, charge and spin in eV: 1.274